Below is 6 unconnected molecules or ions with the total composition C22H58N4O20P5Si, with properties calculated with ωB97M-V with the def2-TZVPD basis set.

As for the total energy: -124990.11005 eV. The gap between HOMO and LUMO comes out at 8.2799 eV. Its maximum force is 3.5 eV Å⁻¹. Its LUMO energy is -3.6 eV. For the HOMO energy, the calculation gives -11.898 eV.

```
! wB97M-V def2-TZVPD RIJCOSX def2/J DEFGRID3
* xyz 1 1
C -4.414 -2.170 2.207
C -3.959 -1.803 1.151
C -3.497 -1.508 -0.197
N -3.136 -2.736 -0.903
C -3.922 -3.675 -1.424
N -3.196 -4.617 -1.946
N -1.933 -4.291 -1.744
N -1.909 -3.177 -1.122
Si -0.229 -2.511 -0.696
C 0.504 -1.512 -2.108
C 0.868 -4.031 -0.510
C -0.141 -1.608 0.945
H -4.674 -2.721 3.076
H -2.725 -0.746 -0.231
H -4.353 -1.095 -0.729
H -4.995 -3.649 -1.404
H 0.674 -0.474 -1.829
H 1.454 -1.941 -2.417
H -0.128 -1.520 -3.001
H 0.306 -4.742 0.105
H 1.004 -4.509 -1.477
H 1.801 -3.791 -0.008
H -1.041 -1.077 1.252
H 0.073 -2.349 1.715
H 0.689 -0.905 0.919
C -3.644 -1.505 -4.568
O -2.836 -0.483 -5.139
P -2.912 0.915 -4.395
O -2.596 0.866 -2.966
O -4.376 1.462 -4.689
C -4.905 1.379 -6.022
O -1.959 1.797 -5.286
C -1.839 3.189 -4.946
H -3.956 -2.190 -5.352
H -3.052 -2.041 -3.824
H -4.536 -1.091 -4.091
H -5.686 0.620 -6.043
H -4.139 1.130 -6.754
H -5.341 2.342 -6.277
H -2.297 3.414 -3.984
H -2.321 3.782 -5.722
H -0.783 3.444 -4.905
C -1.348 -1.034 4.199
O -1.315 0.369 4.460
P -0.939 0.806 5.940
O 0.329 0.296 6.441
O -2.189 0.360 6.825
C -3.515 0.619 6.350
O -1.063 2.377 5.834
C -0.869 3.131 7.041
H -2.093 -1.214 3.427
H -0.371 -1.364 3.849
H -1.624 -1.601 5.090
H -3.976 -0.325 6.057
H -3.523 1.302 5.502
H -4.092 1.056 7.162
H -0.476 2.512 7.847
H -1.823 3.557 7.347
H -0.166 3.934 6.836
C -9.464 -3.535 6.038
O -8.571 -4.386 5.301
P -8.068 -3.858 3.903
O -7.392 -2.563 3.912
O -9.347 -3.891 2.957
C -10.213 -5.035 2.985
O -7.174 -5.072 3.414
C -6.613 -4.953 2.109
H -10.122 -4.169 6.625
H -8.890 -2.892 6.701
H -10.071 -2.921 5.370
H -11.149 -4.754 3.465
H -9.771 -5.874 3.521
H -10.418 -5.336 1.960
H -6.746 -3.948 1.705
H -7.087 -5.675 1.444
H -5.548 -5.175 2.171
C 6.593 1.857 -1.788
O 5.318 2.498 -1.583
P 4.069 1.839 -2.278
O 3.834 0.432 -1.952
O 4.290 2.099 -3.835
C 4.716 3.395 -4.274
O 2.898 2.836 -1.888
C 1.609 2.579 -2.449
H 7.366 2.620 -1.763
H 6.769 1.134 -0.993
H 6.634 1.352 -2.754
H 5.750 3.329 -4.609
H 4.641 4.142 -3.486
H 4.090 3.697 -5.112
H 1.565 1.606 -2.940
H 1.379 3.356 -3.177
H 0.870 2.608 -1.651
C 11.640 4.885 -3.613
O 12.064 3.792 -2.788
P 11.075 3.333 -1.644
O 9.729 2.969 -2.077
O 11.084 4.528 -0.590
C 12.333 5.124 -0.216
O 11.909 2.184 -0.950
C 11.341 1.577 0.219
H 12.527 5.427 -3.933
H 11.113 4.502 -4.484
H 10.990 5.570 -3.065
H 12.389 6.122 -0.650
H 13.186 4.536 -0.551
H 12.362 5.208 0.868
H 10.304 1.876 0.369
H 11.929 1.871 1.088
H 11.387 0.497 0.103
*
```

Below is a single C10H13NO3 molecule, with properties calculated with ωB97M-V with the def2-TZVPD basis set.

The calculation puts the energy above the lowest of the compared OMol25 structures with the same formula, charge and spin at 29.6 kcal/mol. Its SMILES is CCN/C(C)=C1\C(=O)C=C(C)OC1=O. As for the total energy: -18212.76619 eV. The gap between HOMO and LUMO comes out at 8.5912 eV. Its maximum force is 3.7 eV Å⁻¹. Its LUMO energy is 0.1 eV. For the HOMO energy, the calculation gives -8.530 eV.

```
! wB97M-V def2-TZVPD RIJCOSX def2/J DEFGRID3
* xyz 0 1
O -2.427 -0.826 0.533
O 1.555 1.339 0.278
O -2.457 1.414 0.344
C -1.851 0.198 0.174
C 0.349 1.248 0.367
C -0.345 2.501 0.675
C -1.736 2.526 0.608
C -0.423 0.101 -0.127
C 0.107 -0.997 -0.836
N 1.458 -1.030 -1.016
C -2.461 3.815 0.909
C -0.753 -2.040 -1.510
C 2.566 -2.321 0.781
C 2.221 -2.243 -0.699
H 0.254 3.401 0.951
H 1.830 -0.166 -0.580
H -2.968 3.704 1.875
H -1.709 4.619 0.942
H -3.166 4.056 0.092
H -0.868 -2.821 -0.777
H -0.268 -2.465 -2.361
H -1.715 -1.600 -1.827
H 1.672 -2.403 1.411
H 3.127 -1.439 1.125
H 3.171 -3.205 0.925
H 3.171 -2.237 -1.252
H 1.663 -3.129 -1.005
*
```